# 1
Computed, not measured: a molecular structure, C30H19F5IN4O3RuS, with the ωB97M-V functional and the def2-TZVPD basis.

For the LUMO energy (alpha / beta), the calculation gives -0.2155 / -0.8370 eV. As for the multiplicity: 2. For the energy above the lowest of the compared OMol25 structures with the same formula, charge and spin, the calculation gives 8.27 kcal/mol. As for the HOMO energy (alpha / beta): -8.058 / -8.032 eV. As for the expectation value of S²: 0.757. As for the electronic energy: -2889.4533 hartree.

Element x y z (Å)
Ru1 0.06 0.05 1.27
C1 -2.07 -2.06 0.17
N1 -1.76 -0.89 1.00
C2 -2.69 -0.39 1.73
C3 -2.34 0.70 2.58
C4 -3.02 1.45 3.52
C5 -2.06 2.34 4.05
C6 -0.86 2.09 3.41
N2 -1.02 1.09 2.50
C7 -2.02 -1.83 -1.32
C8 -1.15 -2.56 -2.12
C9 -1.16 -2.42 -3.50
C10 -2.03 -1.52 -4.09
C11 -2.89 -0.76 -3.30
C12 -2.89 -0.93 -1.92
H1 -3.08 -2.40 0.44
H2 -1.37 -2.86 0.43
H3 -3.70 -0.79 1.71
H4 -4.06 1.36 3.78
H5 -2.22 3.10 4.80
H6 0.08 2.60 3.54
H7 -0.45 -3.25 -1.65
H8 -0.48 -3.00 -4.11
H9 -2.04 -1.40 -5.17
H10 -3.56 -0.04 -3.76
H11 -3.55 -0.33 -1.31
I1 2.11 0.31 4.40
C13 2.64 1.31 2.65
C14 3.94 1.81 2.57
C15 4.27 2.62 1.50
C16 3.29 2.94 0.58
C17 2.03 2.39 0.73
N3 1.71 1.55 1.72
H12 4.65 1.57 3.35
H13 5.27 3.00 1.41
H14 3.49 3.61 -0.24
H15 1.24 2.64 0.04
O1 0.93 -0.46 -0.65
C18 0.28 0.43 -1.26
N4 -0.53 1.20 -0.55
S1 -1.25 2.36 -1.43
O2 -2.67 2.24 -1.39
O3 -0.66 3.64 -1.12
C19 -0.56 1.78 -2.96
C20 -0.76 2.27 -4.24
C21 -0.03 1.68 -5.26
C22 0.87 0.64 -5.01
C23 1.05 0.16 -3.72
C24 0.31 0.74 -2.71
H16 -1.45 3.08 -4.43
H17 -0.16 2.03 -6.28
H18 1.42 0.21 -5.83
H19 1.73 -0.65 -3.50
F1 3.00 -1.05 0.94
C25 2.26 -1.90 1.68
C26 0.92 -1.64 1.94
C27 0.30 -2.54 2.80
F2 -0.97 -2.36 3.19
C28 0.95 -3.62 3.36
F3 0.32 -4.45 4.19
C29 2.28 -3.84 3.06
F4 2.92 -4.89 3.58
C30 2.94 -2.97 2.22
F5 4.24 -3.17 1.95

# 2
Computed, not measured: 2 unconnected molecules or ions with the total composition C3H7NO4, with the ωB97M-V functional and the def2-TZVPD basis.

For the LUMO energy, the calculation gives 0.3883 eV. For the energy above the lowest of the compared OMol25 structures with the same formula, charge and spin, the calculation gives 128.57 kcal/mol. Its SMILES is O=C(O)N(O)O.C=C. As for the HOMO energy: -9.162 eV. As for the electronic energy: -474.0814 hartree.

Element x y z (Å)
O1 0.51 2.23 1.30
C1 0.80 1.52 0.39
O2 1.06 1.88 -0.86
N1 0.81 0.02 0.54
O3 1.57 -0.64 -0.45
O4 1.08 -0.53 1.78
H1 1.22 1.09 -1.40
H2 2.50 -0.71 -0.14
H3 0.35 -1.13 1.99
C2 -1.65 -0.15 -0.06
C3 -1.55 -1.11 -0.98
H4 -2.00 -0.35 0.94
H5 -1.73 0.92 -0.33
H6 -1.26 -0.90 -2.00
H7 -1.71 -2.15 -0.73

# 3
Computed, not measured: 3 unconnected molecules or ions with the total composition C4H12O4, with the ωB97M-V functional and the def2-TZVPD basis.

Its net charge is -2. For the LUMO energy, the calculation gives 6.2150 eV. For the energy above the lowest of the compared OMol25 structures with the same formula, charge and spin, the calculation gives 22.05 kcal/mol. As for the HOMO energy: 0.506 eV. As for the electronic energy: -460.4623 hartree.

Element x y z (Å)
C1 0.62 0.66 -0.10
C2 1.13 0.83 1.33
C3 2.44 1.66 1.48
O1 3.11 1.45 2.65
C4 -0.73 -0.01 -0.35
O2 -0.83 -0.39 -1.70
H1 1.35 0.04 -0.61
H2 0.58 1.65 -0.57
H3 0.37 1.31 1.97
H4 1.33 -0.12 1.84
H5 3.00 1.52 0.51
H6 2.10 2.74 1.42
H7 -0.87 -0.94 0.23
H8 -1.60 0.63 -0.11
H9 -1.02 -2.81 -0.13
H10 -0.69 -3.56 -1.31
O3 -0.79 -3.72 -0.36
H11 -3.68 0.01 -2.54
H12 -2.40 -0.51 -1.91
O4 -3.42 -0.45 -1.73

# 4
Computed, not measured: 2 unconnected molecules or ions with the total composition C5H18N3, with the ωB97M-V functional and the def2-TZVPD basis.

Its net charge is +2. For the LUMO energy (alpha / beta), the calculation gives -6.4886 / -12.6300 eV. As for the multiplicity: 2. For the energy above the lowest of the compared OMol25 structures with the same formula, charge and spin, the calculation gives 12.72 kcal/mol. As for the HOMO energy (alpha / beta): -18.333 / -18.319 eV. As for the expectation value of S²: 0.754. As for the electronic energy: -364.8677 hartree.

Element x y z (Å)
C1 2.18 -2.21 1.03
C2 2.66 -0.90 0.44
N1 1.69 -0.46 -0.66
C3 1.87 0.92 -1.17
H1 2.17 -3.01 0.29
H2 2.95 -2.45 1.78
H3 1.23 -2.09 1.56
H4 2.64 -0.02 1.09
H5 3.67 -0.99 0.03
H6 0.64 -0.44 -0.24
H7 1.72 -1.20 -1.36
H8 1.89 1.55 -0.28
H9 1.02 1.18 -1.80
H10 2.81 1.08 -1.69
C4 -1.67 0.64 -0.37
C5 -2.96 1.01 0.39
N2 -3.90 1.70 -0.51
N3 -0.73 -0.14 0.45
H11 -1.98 0.00 -1.21
H12 -1.22 1.56 -0.75
H13 -3.40 0.13 0.89
H14 -2.64 1.69 1.18
H15 -4.75 2.01 0.00
H16 -4.23 1.05 -1.23
H17 -1.14 -0.99 0.84
H18 -0.53 0.38 1.31